# 1
Here is a cluster of 7 separate species, C40H62Cl2F9IO14S7 in total in a non-equilibrium geometry from the OMol25 dataset. Energies are from ωB97M-V/def2-TZVPD.

Geometry (Å):
C (1.796746, -3.906483, 2.105550)
C (2.849434, -3.134041, 3.012580)
C (2.258905, -1.813238, 3.730248)
I (0.561430, -2.253371, 5.092842)
C (1.988239, -0.620981, 2.709224)
C (2.981382, 0.406684, 2.627453)
C (2.778176, 1.646722, 1.670123)
O (3.624726, 2.588981, 1.745241)
C (1.527015, 1.719692, 0.678672)
C (1.490687, 2.963174, -0.278683)
Cl (1.986252, 2.986583, -2.017964)
C (1.061519, 4.186661, 0.283728)
C (0.656452, 4.242005, 1.820481)
Cl (1.000767, 5.714794, -0.705212)
C (0.521739, 0.718488, 0.729398)
C (-0.762940, 0.795011, -0.226858)
C (-1.031391, -0.535501, -1.052057)
C (-0.274271, -0.584738, -2.480240)
F (-0.358008, 0.710191, -3.035672)
F (-1.132349, -1.396641, -3.284818)
C (1.194541, -1.151658, -2.325829)
F (1.322582, -2.154650, -1.341956)
F (1.985752, -0.085456, -1.840827)
S (2.034787, -1.796005, -3.870274)
F (3.159205, -0.545820, -3.796689)
F (3.046277, -2.754128, -2.919102)
F (1.047827, -3.111805, -4.016436)
F (1.157400, -0.860360, -4.906186)
F (2.887220, -2.357734, -5.183289)
C (0.714508, -0.444379, 1.805534)
O (-0.242055, -1.226697, 1.943458)
H (0.731980, -3.545136, 2.198254)
H (1.793259, -4.991323, 2.470788)
H (2.183261, -3.940867, 1.031931)
H (3.136833, -3.825885, 3.883266)
H (3.828191, -2.882721, 2.490311)
H (3.098798, -1.468586, 4.430361)
H (3.895591, 0.329012, 3.286427)
H (0.323770, 5.287293, 2.149313)
H (-0.106699, 3.457207, 2.106798)
H (1.592257, 4.017234, 2.447939)
H (-1.641077, 0.890543, 0.503588)
H (-0.766229, 1.753583, -0.827462)
H (-0.893493, -1.495255, -0.457825)
H (-2.134687, -0.521005, -1.332288)
O (2.492609, 2.323410, 5.669507)
S (3.692506, 2.938331, 6.171091)
O (4.728736, 2.185121, 6.840664)
C (4.413330, 3.854473, 4.840599)
C (3.769095, 5.230607, 4.937489)
C (3.758316, 5.580617, 6.431539)
C (3.242994, 4.345491, 7.180294)
H (4.209324, 3.343973, 3.896035)
H (5.489732, 3.913936, 5.014357)
H (4.315288, 5.969748, 4.348850)
H (2.741221, 5.191851, 4.562707)
H (4.774872, 5.817260, 6.760841)
H (3.136825, 6.454490, 6.637679)
H (3.700788, 4.244930, 8.164310)
H (2.156456, 4.362293, 7.276866)
O (5.525889, -6.854553, -2.809546)
S (5.065194, -6.796610, -4.177425)
O (4.105954, -7.739059, -4.707180)
C (4.494341, -5.139734, -4.513334)
C (5.738512, -4.402220, -4.990606)
C (6.455521, -5.366739, -5.938346)
C (6.492111, -6.736724, -5.257299)
H (4.058221, -4.707964, -3.615021)
H (3.744571, -5.199193, -5.304922)
H (5.482626, -3.463468, -5.484935)
H (6.386549, -4.170948, -4.139394)
H (5.897324, -5.436832, -6.877188)
H (7.462303, -5.020851, -6.181340)
H (6.430693, -7.548781, -5.981712)
H (7.385520, -6.854184, -4.642391)
O (-0.823928, -5.572956, 2.829422)
S (-0.878226, -6.047945, 4.189369)
O (-0.596894, -5.192302, 5.320717)
C (-2.458664, -6.836752, 4.445356)
C (-2.226461, -8.286037, 4.037255)
C (-0.868482, -8.671881, 4.629054)
C (0.108526, -7.536424, 4.314572)
H (-3.222923, -6.339195, 3.849518)
H (-2.700911, -6.760955, 5.507386)
H (-3.025318, -8.936720, 4.397627)
H (-2.190217, -8.366892, 2.946368)
H (-0.963233, -8.786642, 5.713341)
H (-0.509077, -9.622285, 4.229645)
H (0.850002, -7.412314, 5.103791)
H (0.607647, -7.691909, 3.356866)
O (-1.089278, 5.715790, -4.353547)
S (-2.133745, 5.102820, -5.141682)
O (-3.349206, 5.806246, -5.490151)
C (-1.404965, 4.436832, -6.628089)
C (-0.984838, 3.023955, -6.242877)
C (-2.142830, 2.454457, -5.420693)
C (-2.552604, 3.522735, -4.404358)
H (-0.570796, 5.061972, -6.944686)
H (-2.177653, 4.420861, -7.399465)
H (-0.775313, 2.414549, -7.123780)
H (-0.078352, 3.056532, -5.630160)
H (-2.986083, 2.233863, -6.082796)
H (-1.864858, 1.523412, -4.923665)
H (-3.621881, 3.491997, -4.198091)
H (-1.991340, 3.425404, -3.473133)
O (-3.198378, 4.501018, -0.340414)
S (-4.449408, 4.908281, -0.939889)
O (-5.550672, 3.988196, -1.124657)
C (-5.043363, 6.356481, -0.083148)
C (-4.404406, 7.520844, -0.829697)
C (-4.529914, 7.180095, -2.317632)
C (-4.097982, 5.723517, -2.490507)
H (-4.758774, 6.310368, 0.967588)
H (-6.131013, 6.377406, -0.177710)
H (-4.891227, 8.467457, -0.587980)
H (-3.347384, 7.604702, -0.558246)
H (-5.572013, 7.295250, -2.631748)
H (-3.926253, 7.845728, -2.937178)
H (-4.651457, 5.232594, -3.289366)
H (-3.026357, 5.643703, -2.676403)
O (-3.230972, -0.553427, 0.244222)
S (-4.609283, -0.388992, -0.164744)
O (-4.968978, 0.002764, -1.507980)
C (-5.512645, -1.865676, 0.266787)
C (-5.993939, -1.609240, 1.689410)
C (-6.483934, -0.159290, 1.707198)
C (-5.423390, 0.692428, 1.005347)
H (-4.863511, -2.736774, 0.182988)
H (-6.353714, -1.955284, -0.423640)
H (-6.782028, -2.307255, 1.977576)
H (-5.163603, -1.726984, 2.392805)
H (-7.431536, -0.088601, 1.164214)
H (-6.662594, 0.194345, 2.724491)
H (-5.868967, 1.532234, 0.470913)
H (-4.672134, 1.055826, 1.708255)

Cartesian forces (eV/Å) of the 6 atoms listed first:
C 1.0 -1.0 0.0
C -0.8 -0.1 1.2
C 1.2 0.4 -0.9
I 1.1 0.4 -0.9
C 2.2 2.6 -0.2
C -2.9 -1.7 -0.6

Properties
HOMO ... -0.317 hartree
LUMO ... -1.29 eV
Energy ... -7518.59668 hartree
Multiplicity ... 1
HOMO-LUMO gap ... 7.34 eV
SMILES ... CC[C@H](I)C1=CC(=O)C(/C(Cl)=C(\C)Cl)=C(CCC(F)(F)C(F)(F)S(F)(F)(F)(F)F)C1=O.O=S1(=O)CCCC1.O=S1(=O)CCCC1.O=S1(=O)CCCC1.O=S1(=O)CCCC1.O=S1(=O)CCCC1.O=S1(=O)CCCC1

# 2
Here is the molecule C11H22O4Si3 in a non-equilibrium geometry from the OMol25 dataset. Energies are from ωB97M-V/def2-TZVPD.

Geometry (Å):
C (-1.621437, 3.439204, 1.020259)
Si (-1.289206, 1.729637, 0.352814)
C (-2.714692, 1.492160, -0.823616)
O (-1.288384, 0.709831, 1.673381)
O (0.248483, 1.758859, -0.465466)
Si (1.845304, 1.296651, -0.079276)
C (2.083079, 1.688668, 1.694858)
C (2.902808, 2.300631, -1.158378)
O (2.216427, -0.297148, -0.492176)
Si (1.169536, -1.328424, -1.384077)
C (1.771175, -2.840861, -2.434681)
O (0.213229, -0.427561, -2.349347)
C (0.009449, -2.162669, -0.136383)
C (0.425546, -2.535626, 1.185346)
C (-0.532375, -2.798349, 2.146208)
C (-1.860685, -2.783774, 1.760290)
C (-2.240022, -2.653384, 0.440936)
C (-1.328905, -2.306393, -0.462961)
H (-1.454174, 4.114542, 0.153574)
H (-2.679189, 3.393104, 1.366568)
H (-0.982636, 3.830879, 1.850476)
H (-3.605756, 1.736351, -0.337671)
H (-2.844679, 0.586704, -1.427346)
H (-2.702162, 2.281207, -1.599740)
H (-0.927536, -0.199023, 1.491924)
H (2.709288, 0.895960, 2.124247)
H (2.515829, 2.694454, 1.910737)
H (1.134216, 1.581709, 2.169932)
H (3.816370, 1.717605, -1.222165)
H (2.361411, 2.435390, -2.118813)
H (3.159810, 3.332758, -0.830839)
H (2.813254, -2.740709, -2.585546)
H (1.585391, -3.809209, -2.047638)
H (1.217445, -2.702693, -3.363576)
H (0.095350, 0.326692, -1.755179)
H (1.435408, -2.815120, 1.396437)
H (-0.146128, -3.089226, 3.102555)
H (-2.606733, -2.944907, 2.548215)
H (-3.240457, -2.717394, 0.169173)
H (-1.663652, -2.190528, -1.483058)

Cartesian forces (eV/Å) of the 6 atoms listed first:
C 0.4 0.2 0.3
Si 1.2 0.6 0.1
C 1.4 -0.1 -2.0
O 0.8 -1.0 -1.1
O -0.9 -1.4 0.8
Si -0.8 0.6 -0.3

Properties
HOMO ... -0.337 hartree
Energy relative to the best compared isomer or geometry (same formula, charge and spin) ... 0.000 eV
LUMO ... 0.67 eV
Energy ... -1602.11492 hartree
Multiplicity ... 1
HOMO-LUMO gap ... 9.83 eV
SMILES ... C[Si](C)(O)O[Si](C)(C)O[Si@](C)(O)c1ccccc1

# 3
Here is the molecule C10H13NO in a non-equilibrium geometry from the OMol25 dataset. Energies are from ωB97M-V/def2-TZVPD.

Geometry (Å):
C (-3.144482, -1.354458, -1.662443)
O (-1.723732, -1.102917, -1.597306)
C (-1.209186, -0.751377, -0.363599)
C (-1.706357, -1.166428, 0.865874)
C (-1.018047, -0.793764, 2.013717)
C (0.163122, -0.129349, 1.980982)
C (0.742471, 0.108037, 0.751872)
C (0.051149, -0.059231, -0.413840)
C (0.904606, 0.277895, -1.567880)
C (2.062270, 1.085309, -0.875122)
C (2.119782, 0.649057, 0.634802)
N (2.407799, 1.782108, 1.500479)
H (-3.670916, -0.660506, -0.860338)
H (-3.653331, -1.204353, -2.700213)
H (-3.447028, -2.403541, -1.348934)
H (-2.615625, -1.639571, 0.924113)
H (-1.339752, -0.961715, 2.984812)
H (0.660714, 0.341092, 2.904902)
H (0.350489, 0.890143, -2.409846)
H (1.324551, -0.598495, -2.100595)
H (1.966610, 2.221509, -0.947305)
H (2.965749, 0.934505, -1.421900)
H (2.831515, -0.131503, 0.836912)
H (1.679293, 2.538178, 1.728489)
H (3.298337, 2.129374, 1.142368)

Cartesian forces (eV/Å) of the 6 atoms listed first:
C -1.9 0.4 1.3
O -1.2 0.1 -0.1
C 1.3 0.0 -0.6
C 1.6 1.4 -0.8
C 0.1 0.4 -0.2
C 1.3 1.1 1.3

Properties
HOMO ... -0.309 hartree
Energy relative to the best compared isomer or geometry (same formula, charge and spin) ... 1.601 eV
LUMO ... 0.97 eV
Energy ... -518.78405 hartree
Multiplicity ... 1
HOMO-LUMO gap ... 9.38 eV
SMILES ... COc1cccc2c1CC[C@H]2N

# 4
Here is the ion C8H24N4 with charge +2 in a non-equilibrium geometry from the OMol25 dataset. Energies are from ωB97M-V/def2-TZVPD.

Geometry (Å):
C (-1.231620, -1.884272, 0.296692)
C (-1.640267, -0.405518, 0.021937)
C (-2.855324, -0.068499, 0.921393)
C (-2.059741, -0.265238, -1.417985)
C (-0.451011, 0.582998, 0.259364)
N (-0.216212, 0.976211, 1.612360)
N (-0.699328, 1.972379, -0.309425)
C (1.233982, 0.296004, -0.266406)
C (1.416314, 0.470151, -1.711244)
N (1.988274, 1.170530, 0.449317)
C (1.837309, -1.067931, 0.264529)
N (3.326848, -0.932281, 0.347238)
H (-1.233475, -2.153006, 1.410380)
H (-1.981983, -2.589187, -0.142892)
H (-0.311580, -2.109128, -0.249666)
H (-3.711724, -0.836186, 0.751210)
H (-3.293654, 0.951694, 0.866521)
H (-2.707311, -0.405420, 2.044480)
H (-1.319264, -0.630556, -2.108431)
H (-2.754960, -1.221320, -1.508331)
H (-2.533163, 0.713699, -1.678349)
H (-1.179899, 1.135566, 1.980536)
H (0.365146, 0.308061, 2.207285)
H (-0.620049, 2.012429, -1.320844)
H (-0.242659, 2.586280, 0.337969)
H (-1.689315, 2.295607, -0.308071)
H (0.986816, 1.499447, -2.121810)
H (2.442035, 0.594317, -1.818678)
H (1.131688, -0.399567, -2.322007)
H (2.178903, 2.024394, -0.071714)
H (1.551689, 1.292393, 1.375510)
H (1.430497, -1.228702, 1.342272)
H (1.664212, -2.071689, -0.366785)
H (3.864059, -1.467142, -0.406695)
H (3.824110, -1.170225, 1.202782)
H (3.490663, 0.023691, 0.437556)

Cartesian forces (eV/Å) of the 6 atoms listed first:
C -0.7 -0.3 0.6
C 0.3 0.2 0.4
C -1.2 -2.2 2.2
C -2.1 -2.7 -0.3
C 2.5 -0.9 0.4
N -1.2 -0.9 2.2

Properties
HOMO ... -0.638 hartree
Charge ... +2
LUMO ... -6.25 eV
Energy ... -537.53925 hartree
Multiplicity ... 1
HOMO-LUMO gap ... 11.12 eV
SMILES ... CC(C)(C)[C@](N)([NH3+])[C@@](C)(N)C[NH3+]